DFT (ωB97M-V with the def2-TZVPD basis set) results for a cluster of 10 separate species, C40H60O20 in total at a distorted geometry.

total charge	0
calculated total energy	-3064.89782	hartree
HOMO	-0.3693	Ha
orbital gap	10.2	eV

Each line ends with the Löwdin charge.
Positions of all 120 atoms, in Å:
1 O 9.968 7.663 41.960  0.0740
2 C 11.099 7.208 41.759  -0.4947
3 C 12.224 8.081 41.257  -0.0722
4 C 13.422 7.094 41.219  -0.1307
5 C 12.701 5.747 41.100  -0.1606
6 O 11.474 5.964 41.739  0.0537
7 H 11.848 8.348 40.270  0.1174
8 H 12.476 8.997 41.792  0.1292
9 H 13.912 7.497 40.332  0.1159
10 H 13.981 7.133 42.153  0.1190
11 H 12.763 5.591 40.023  0.1282
12 H 13.314 4.987 41.585  0.1254
13 O 17.794 1.724 43.303  0.0604
14 C 16.848 0.896 43.242  -0.3487
15 C 15.566 0.740 42.416  -0.0850
16 C 14.834 -0.236 43.266  -0.1848
17 C 15.945 -1.158 43.732  -0.1897
18 O 17.061 -0.320 43.928  -0.0059
19 H 15.098 1.724 42.397  0.1172
20 H 15.679 0.382 41.392  0.1308
21 H 14.379 0.222 44.144  0.1221
22 H 14.041 -0.773 42.747  0.1183
23 H 15.830 -1.726 44.655  0.1313
24 H 16.071 -1.781 42.846  0.1232
25 O 4.180 -1.170 37.091  0.1182
26 C 5.085 -0.385 37.060  -0.5078
27 C 5.086 1.134 36.709  -0.0678
28 C 6.536 1.451 36.608  -0.1640
29 C 7.321 0.214 37.125  -0.1087
30 O 6.281 -0.729 37.410  0.0343
31 H 4.615 1.258 35.734  0.1213
32 H 4.532 1.743 37.422  0.1262
33 H 6.815 1.873 35.643  0.1143
34 H 6.704 2.309 37.260  0.0946
35 H 8.193 -0.021 36.514  0.1303
36 H 7.645 0.544 38.112  0.0909
37 O 7.009 1.389 40.566  0.0600
38 C 7.549 2.477 40.847  -0.4137
39 C 8.029 3.003 42.291  -0.0655
40 C 9.006 3.989 41.921  -0.2300
41 C 8.647 4.483 40.591  -0.1292
42 O 7.809 3.452 39.974  0.0302
43 H 7.164 3.518 42.708  0.1335
44 H 8.451 2.240 42.947  0.1301
45 H 8.897 4.860 42.567  0.1292
46 H 10.024 3.606 41.987  0.1209
47 H 8.030 5.376 40.685  0.1396
48 H 9.576 4.710 40.067  0.1146
49 O 13.498 2.596 40.294  0.0865
50 C 12.509 1.914 40.108  -0.4168
51 C 12.057 1.367 38.752  -0.0530
52 C 10.720 0.756 39.152  -0.1559
53 C 10.590 0.710 40.644  -0.1415
54 O 11.690 1.491 41.122  0.0237
55 H 11.912 2.193 38.055  0.1106
56 H 12.717 0.625 38.304  0.1143
57 H 10.065 1.569 38.837  0.0920
58 H 10.484 -0.091 38.508  0.1145
59 H 9.631 1.129 40.948  0.0979
60 H 10.687 -0.332 40.948  0.1258
61 O 6.673 -5.555 41.197  0.0718
62 C 6.800 -4.314 41.177  -0.4049
63 C 5.734 -3.350 41.699  -0.0618
64 C 6.020 -2.082 40.845  -0.1109
65 C 7.570 -2.137 40.505  -0.1110
66 O 7.792 -3.576 40.543  -0.0464
67 H 4.784 -3.867 41.562  0.1250
68 H 5.974 -3.243 42.757  0.1244
69 H 5.450 -2.018 39.918  0.1086
70 H 5.872 -1.159 41.405  0.0984
71 H 7.790 -1.660 39.550  0.0940
72 H 8.230 -1.774 41.293  0.1175
73 O 9.731 -5.866 35.406  0.1110
74 C 9.889 -5.285 36.455  -0.4784
75 C 10.567 -5.822 37.726  -0.0478
76 C 10.084 -4.824 38.755  -0.1641
77 C 9.788 -3.622 37.953  -0.1963
78 O 9.537 -4.020 36.619  0.0558
79 H 10.016 -6.708 38.040  0.1321
80 H 11.657 -5.852 37.720  0.1025
81 H 9.057 -4.981 39.083  0.1086
82 H 10.701 -4.687 39.644  0.1295
83 H 8.981 -2.959 38.265  0.1067
84 H 10.600 -2.914 37.789  0.1147
85 O 15.868 -0.045 34.482  0.0812
86 C 15.891 0.894 35.271  -0.5481
87 C 16.891 2.004 35.441  -0.0820
88 C 16.610 2.651 36.735  -0.1737
89 C 15.452 1.813 37.234  -0.1411
90 O 15.087 0.856 36.230  0.0898
91 H 17.921 1.737 35.208  0.1372
92 H 16.518 2.774 34.766  0.1324
93 H 17.468 2.598 37.405  0.1214
94 H 16.407 3.717 36.634  0.1159
95 H 15.694 1.348 38.189  0.1159
96 H 14.791 2.613 37.570  0.1186
97 O 14.958 -1.084 38.700  0.0790
98 C 14.748 -2.246 38.352  -0.4237
99 C 14.438 -2.821 36.987  -0.0461
100 C 13.958 -4.246 37.273  -0.1616
101 C 14.425 -4.554 38.656  -0.1520
102 O 14.775 -3.282 39.251  0.0228
103 H 13.574 -2.293 36.584  0.1314
104 H 15.388 -2.672 36.474  0.1400
105 H 12.870 -4.312 37.246  0.0794
106 H 14.137 -4.975 36.482  0.1283
107 H 13.650 -5.063 39.230  0.1185
108 H 15.266 -5.244 38.599  0.1265
109 O 10.036 3.728 37.340  0.1487
110 C 9.634 4.826 37.492  -0.4780
111 C 8.357 5.406 37.016  -0.0785
112 C 8.344 6.852 37.445  -0.1518
113 C 9.840 7.126 37.823  -0.1252
114 O 10.427 5.826 38.067  -0.0238
115 H 8.281 5.549 35.939  0.1409
116 H 7.476 5.010 37.521  0.1266
117 H 8.089 7.639 36.735  0.1132
118 H 7.660 7.070 38.264  0.1097
119 H 10.396 7.590 37.008  0.1235
120 H 9.880 7.714 38.740  0.1120

Cartesian forces, eV/Å:
O 1.726 -1.982 0.146
C -1.968 4.048 -0.196
C 0.534 -0.777 0.551
C -1.032 1.578 -0.090
C 3.236 1.203 -0.563
O -1.455 -2.472 0.159
H 0.416 0.163 -0.288
H -0.600 -0.154 0.182
H 1.055 -1.036 0.224
H 0.270 0.335 -0.295
H -1.501 -0.778 -0.073
H -0.710 -0.256 0.090
O -4.330 -2.381 -0.482
C 5.245 0.279 -0.026
C 0.237 1.763 0.906
C -1.357 -0.787 1.185
C -0.364 -0.277 -0.683
O -0.248 1.880 -0.632
H -0.134 -0.089 -0.330
H 0.590 0.042 0.060
H -0.067 0.363 -0.051
H 0.080 -0.032 -0.059
H -0.413 -0.060 -0.278
H 0.717 -0.707 0.277
O -0.267 0.306 -0.050
C -2.197 1.469 -0.331
C -0.876 -1.353 -0.933
C 0.970 1.647 0.232
C -1.143 2.558 1.222
O 3.333 -1.891 -0.093
H -0.326 -0.117 0.123
H 0.032 -0.365 0.150
H 0.120 -0.690 -0.271
H 0.466 -0.126 0.278
H -0.589 -1.030 -0.167
H 0.576 -0.389 0.023
O 1.492 3.183 0.410
C -0.943 -2.491 1.442
C -1.923 -2.068 -1.289
C 1.927 1.781 1.621
C -0.506 0.583 -0.877
O 0.614 -0.182 -0.507
H -0.266 -0.511 0.275
H -0.624 -0.174 -0.112
H 0.707 -0.069 0.311
H 0.027 0.107 -0.132
H -0.004 0.047 -0.355
H -0.508 -0.218 -0.728
O -1.323 -0.589 0.360
C 1.579 0.009 -0.567
C -0.298 -0.283 1.184
C -0.973 1.657 -2.447
C 0.546 -1.005 -0.549
O 0.416 0.598 -0.053
H 0.185 -0.050 0.054
H 0.510 0.241 0.390
H -0.721 -0.299 -0.205
H -0.196 -0.343 0.683
H 0.309 -0.102 0.370
H 0.053 0.138 0.717
O 1.621 3.942 -0.227
C -1.306 -1.901 -0.792
C 1.368 -0.059 -1.099
C 0.950 0.808 0.826
C -2.090 -1.436 1.493
O 0.256 -1.661 -0.336
H -0.026 0.437 0.094
H -0.320 0.348 0.105
H -0.026 -0.259 0.096
H -0.361 0.001 -0.080
H 0.085 -0.542 -0.056
H -0.252 0.545 -0.025
O 0.114 0.389 0.996
C 1.013 -1.614 -1.560
C -1.682 0.201 0.863
C -1.036 0.503 0.720
C 1.277 3.507 -0.880
O -1.013 -0.228 -0.214
H 0.986 -0.752 -0.646
H -0.270 -0.546 -0.466
H 0.231 -1.307 0.525
H 0.027 0.172 -0.201
H -0.323 -0.590 0.231
H 0.694 0.098 0.599
O 0.457 1.603 -0.186
C 3.175 -3.099 -3.322
C -0.034 0.896 -2.348
C 1.314 -0.265 1.231
C 0.200 1.537 2.309
O -3.450 1.548 4.530
H -0.297 -0.093 -0.105
H 0.588 -0.259 -1.021
H -0.052 -0.151 0.148
H -0.334 -0.162 -0.008
H -0.002 -0.772 -0.443
H -1.649 -0.840 -0.717
O -0.433 -2.623 -0.701
C -0.087 1.108 1.213
C -0.624 0.259 0.705
C -0.971 0.098 -1.270
C 0.509 -0.461 -0.029
O 0.012 0.058 0.129
H 0.700 0.523 -0.504
H -0.371 -0.230 -0.747
H -0.192 0.792 0.194
H 0.978 -0.075 0.221
H 0.054 0.366 0.339
H 0.433 0.390 0.483
O 0.389 -1.256 0.317
C 0.980 1.737 -0.143
C -1.640 1.892 -0.137
C 1.361 1.919 1.015
C -0.920 -0.546 0.442
O -0.751 -0.541 -0.396
H 0.012 -1.483 -0.153
H 0.183 -0.993 -0.702
H -0.208 -0.555 -0.600
H 0.301 -0.302 0.372
H -0.027 0.085 0.094
H 0.367 -0.002 -0.087